Record 1
59
Properties=species:S:1:pos:R:3 method="wB97M-V/def2-TZVPD" e_homo_ev=-5.3 largest_force_ev_per_a=5.51 orbital_gap_ev=2.4239 total_energy_ha=-3884.5626 charge=-1 de_lowest_kcal_mol=303.3 lumo_energy_ha=-0.105
O -3.67870 0.57732 -3.11049
N 3.25188 -4.32462 -0.91072
O -3.11397 -1.41948 -3.22080
O 4.00136 1.34972 -5.89954
H -3.68219 -0.45928 -4.85056
C 0.95826 3.20739 3.55009
H 2.75770 3.09609 2.20324
O -4.01982 -3.55185 3.34168
H -5.47315 -4.24505 4.77549
C 3.67477 1.02660 -4.62111
F -6.09496 -0.65576 -2.51261
C -2.67562 -2.58909 4.97299
H 5.07192 0.58047 -2.94279
C -3.98918 1.87021 -3.63043
O 2.95234 -5.52276 -0.83053
H -4.37651 3.79652 -2.66478
H 5.81097 1.84997 -6.84805
C 5.94083 1.59295 -4.69089
O 2.51760 0.69964 -4.29926
H 4.73443 2.22195 -2.94311
O 4.42807 -3.97812 -0.98265
C 4.84303 1.38871 -3.63739
H -3.88921 -5.16335 4.52660
H 3.72831 -0.81299 3.99669
C -4.01789 -0.59268 -3.82216
O 1.27708 1.95524 1.33168
C 1.92279 2.45144 2.47794
H -3.61499 2.61849 -1.62056
C -4.40858 -4.20522 4.54483
H -4.87123 1.97967 -4.26138
H 3.38172 2.15614 4.87078
F -5.87609 -2.12165 -4.29657
F -6.17821 -0.04514 -4.58229
C -3.74553 -3.42370 5.63351
H 6.62441 2.37960 -4.37154
C -5.57517 -0.90245 -3.77477
H -2.83656 -1.54045 5.22310
C -2.96784 -2.80542 3.47055
H -4.53706 -2.77272 6.00474
C -4.36599 2.73889 -2.40133
H 4.61986 0.02068 5.33416
F 1.59754 3.67520 4.62634
O -2.53291 -2.11092 2.52305
H 6.43251 0.65475 -4.94805
O 2.44612 1.27886 3.09309
F 0.02945 2.38438 4.06528
H -5.31801 2.38759 -2.00338
H 5.14968 3.09295 -5.94073
H 2.96719 -0.35633 5.44380
C 5.23150 2.00603 -5.93813
H -3.48769 -3.96431 6.54420
H -3.24101 2.29550 -4.29936
H -1.69915 -2.99943 5.23034
Zn -0.39202 -0.68766 -1.35327
H 4.39905 1.66945 3.53058
C 3.71305 -0.00668 4.72998
O 2.40810 -3.47484 -1.02448
F 0.30271 4.30681 3.11834
C 3.48502 1.42297 4.07085

Record 2
60
Properties=species:S:1:pos:R:3 method="wB97M-V/def2-TZVPD" e_homo_ev=-10.0 largest_force_ev_per_a=5.52 orbital_gap_ev=10.1724 total_energy_ha=-2630.0803 charge=0 de_lowest_kcal_mol=18.0 lumo_energy_ha=0.006
H 10.30954 -2.72709 11.01010
H 7.21160 -5.72589 21.24744
H 7.91442 -4.33767 22.11130
O 9.22309 2.11184 19.22594
O 6.10159 3.45195 13.91832
H 6.57410 -4.20097 20.98733
C 7.79264 -3.22265 18.03574
C 7.07487 2.74911 14.46969
H 3.98380 5.20586 14.28083
C 6.09522 4.74218 14.37500
H 11.37268 3.78390 18.30440
P 3.88603 -1.40294 15.42434
C 7.53461 -4.68924 21.15200
H 7.94310 5.50670 15.21236
H 7.24853 -6.10748 18.82040
H 10.53529 3.13033 20.35544
H 4.53883 4.21763 15.69867
O 9.01063 -3.47919 13.54380
H 10.65043 -4.70111 13.13252
C 10.53963 -2.71621 12.07548
H 6.33474 5.48735 13.61641
F 2.76900 -0.51958 14.60439
O 8.07671 -3.13351 19.36955
F 2.74560 -1.82567 16.42760
O 7.26353 1.53586 14.19490
O 8.79243 1.07865 17.09091
H 6.66360 4.92119 16.32998
C 9.23471 -4.83217 11.57867
O 9.78099 -1.66173 12.55770
H 9.31817 -4.49573 20.05446
H 4.76619 5.92264 15.70814
F 3.40154 -2.48940 14.36548
C 8.25710 -4.46251 19.80722
H 9.89937 -5.08342 10.75211
C 10.28754 3.86407 18.24003
H 10.53718 5.86508 18.64627
O 9.67199 3.06740 17.24905
H 9.01930 -6.03922 18.54556
O 8.46497 -1.46480 14.35270
Na 6.88675 -0.41002 15.96948
O 7.78010 3.47161 15.34251
C 9.98329 -3.98159 12.65784
C 9.17140 2.00830 17.81848
F 5.01644 -0.86381 14.39295
C 4.75121 5.06065 15.04116
F 4.16971 -0.16337 16.42777
O 7.81880 -4.47710 17.65212
C 9.02843 -2.13552 13.53834
C 7.17598 4.75138 15.38302
C 9.90537 5.32545 17.94077
F 4.95977 -2.39589 16.06764
C 8.10823 -5.45420 18.67126
H 8.92099 -5.82905 11.88839
H 11.59657 -2.54991 12.28363
O 7.42813 -2.27563 17.37223
C 9.72919 3.28970 19.63927
H 10.27577 5.61966 16.95876
H 8.84532 5.57241 17.88246
H 8.37938 -4.33404 11.12219
H 9.01146 3.99702 20.05480

Record 3
50
Properties=species:S:1:pos:R:3 method="wB97M-V/def2-TZVPD" e_homo_ev=-16.9 largest_force_ev_per_a=0.85 orbital_gap_ev=6.9953 total_energy_ha=-1742.3259 charge=+3 de_lowest_kcal_mol=0.0 lumo_energy_ha=-0.364
C 2.81339 3.30052 -1.94631
C 2.07563 1.08404 -2.58484
H 3.22425 2.38652 -3.83797
Si 0.04602 -1.62674 -1.84402
N -1.57367 1.59985 1.14358
C 1.54357 1.96572 -0.42039
H 3.33688 4.21622 -2.18597
H -5.01963 -0.14226 2.81805
N 3.66846 0.00321 0.99577
H -2.05302 -0.45408 -1.07872
H -1.98875 -0.50854 -2.81019
H 3.26517 0.91147 0.82591
C -2.55092 3.51545 1.72210
H -2.42896 -1.96528 -1.89948
H -2.38956 -3.19282 1.66967
C -4.07549 -1.99996 2.41386
S 1.45654 -0.53378 2.43885
H -4.18581 2.53477 2.66254
C 0.07510 -2.83780 -0.38714
H -0.65564 3.48859 0.61438
H 1.09814 1.85879 0.57654
N 0.76798 -0.25977 -0.96032
C -2.71329 1.31841 1.78986
C 2.74764 2.27057 -2.87326
C -3.08876 -0.07821 1.98406
H -0.65480 -3.63563 -0.53883
H 3.04750 -2.72674 2.54139
N -3.31452 2.44531 2.15607
H 1.87510 -2.42697 -3.25065
H 4.47025 -2.33052 1.65343
C 1.46643 0.93087 -1.35322
H 2.24753 3.94959 0.02643
H 1.06970 -3.26776 -0.25982
H 0.58559 -1.68408 -4.22363
N -4.20220 -0.62588 2.47006
C -1.75499 -1.10628 -1.92535
C -1.47272 2.98573 1.10188
H -2.84527 4.53757 1.89558
C 3.01177 -0.90054 1.68333
H 2.03616 0.29243 -3.32321
C 2.20133 3.15218 -0.70506
N -2.23812 -1.03660 1.60474
H -0.16967 -2.44578 0.62290
C 0.79441 -2.30841 -3.35245
N 3.52495 -2.09020 1.92222
H -4.85076 -2.66340 2.76053
C -2.85850 -2.24490 1.87051
Hf -0.32779 -0.19829 0.67712
H 0.35782 -3.29567 -3.53249
H 4.60553 -0.16090 0.65197

Record 4
45
Properties=species:S:1:pos:R:3 method="wB97M-V/def2-TZVPD" e_homo_ev=-8.8 largest_force_ev_per_a=0.54 orbital_gap_ev=9.3458 total_energy_ha=-959.3503 charge=0 de_lowest_kcal_mol=3.2 smiles="CCCCOCCCNC(=O)c1ccc(NC(C)=O)cc1" lumo_energy_ha=0.022
C -3.34061 -3.87106 2.12014
H -1.87863 0.90956 1.24519
H -3.29783 -4.86860 1.68903
C 7.33658 -0.65646 -0.97603
O 5.96911 0.75768 0.40142
H -2.73508 -2.87679 0.30984
C -3.61842 -1.41387 1.60880
H -1.81317 3.48174 1.39903
H -4.15569 -3.84283 2.84016
H -2.99863 -0.43719 -0.22372
C 1.43973 -0.10586 -2.18727
H -3.51865 3.44793 0.91449
C 1.83376 1.23066 -0.23808
C 6.04510 0.00480 -0.54006
H 3.13779 -1.11837 -2.99095
H 7.57876 -0.37379 -1.99850
N -0.81032 2.32097 -0.76998
H -0.07121 2.92396 -0.44632
C -3.81655 -0.37074 0.50606
H -2.25115 3.77747 -1.11689
C -3.55243 -2.82492 1.03242
O -3.93560 0.94957 0.99644
C 3.65351 0.03676 -1.25559
H -2.40919 -3.68680 2.65136
H -2.81761 2.08807 -1.12821
C -2.74643 1.53612 1.48171
H 7.24083 -1.73912 -0.92335
H 8.13918 -0.33721 -0.31797
H -2.69291 -1.20057 2.14960
C -2.16403 2.80341 -0.62496
C 3.16897 0.87648 -0.25571
N 4.99109 -0.35217 -1.33630
H -2.81277 1.63572 2.57470
C -2.56882 2.91815 0.84717
H -4.44437 -1.33879 2.31987
H -4.48018 -3.03883 0.49746
H 5.19430 -0.98594 -2.09760
H 1.47910 1.86024 0.56580
H 0.74970 -0.49192 -2.92194
C 0.95497 0.75646 -1.20708
O -1.33433 0.30106 -1.63995
H -4.76072 -0.55784 -0.01257
C -0.49995 1.08499 -1.22438
C 2.77186 -0.45556 -2.21886
H 3.84094 1.24344 0.50151

Record 5
46
Properties=species:S:1:pos:R:3 method="wB97M-V/def2-TZVPD" e_homo_ev=-8.9 largest_force_ev_per_a=3.51 orbital_gap_ev=8.6876 total_energy_ha=-1034.5424 charge=0 de_lowest_kcal_mol=54.1 smiles="CC(C)OC(=O)N1CCC(CCCC(=O)c2ncco2)CC1" lumo_energy_ha=-0.009
O -3.67285 5.40998 0.68697
O 2.03825 -3.59123 -1.02100
C -1.15626 -0.16720 -0.30485
H -1.46870 -0.88199 0.49365
H 0.05280 1.57595 -0.49330
O -0.83868 5.24931 0.69217
C -1.51049 4.63332 1.54496
H 4.47839 -4.52284 -0.85206
H 3.51687 -5.27380 -3.46642
H 0.05295 4.51844 3.01266
H 3.44968 -5.58710 0.15003
C 1.67179 -0.85613 -0.45795
H -1.39595 -1.62458 -1.82014
O 0.01253 -3.62712 -2.02695
H 4.16697 -6.15967 -1.38337
H 3.39923 -3.49993 -3.18477
H -2.05007 0.41090 -0.57883
C -0.80310 1.52175 1.52140
H 1.92131 0.74169 0.94678
N 0.58787 -1.72759 -1.01010
H -0.30365 -0.35581 -2.26778
H -1.30375 3.50630 3.42195
H -5.92341 3.28698 1.68203
H 1.70607 -5.55346 -1.59801
H -5.82881 5.48268 0.38450
C 1.11296 0.04746 0.67985
C 2.48784 -4.78742 -1.67212
C -2.98026 4.47686 1.40727
H 2.49732 -1.41529 -0.05104
H 0.91414 2.34695 2.49984
C 2.86287 -4.45827 -3.13241
H 0.91512 -0.60503 1.53933
C 0.08903 2.69480 1.88741
C -0.16499 0.80674 0.27370
H 0.55999 3.10995 0.98996
N -3.74762 3.51159 1.88746
C -5.02203 3.82212 1.50256
H -0.98450 0.85099 2.35903
C 3.72871 -5.28214 -0.89185
C 0.85298 -3.04564 -1.37299
H 1.99500 -4.42776 -3.81335
C -0.67817 3.83665 2.59482
C -4.95659 4.98082 0.79819
H -1.79526 1.88422 1.19847
H 2.12198 -0.25149 -1.29177
C -0.60752 -1.00493 -1.46393

Record 6
47
Properties=species:S:1:pos:R:3 method="wB97M-V/def2-TZVPD" e_homo_ev=-9.3 largest_force_ev_per_a=1.25 orbital_gap_ev=9.9286 total_energy_ha=-1432.7553 charge=0 de_lowest_kcal_mol=8.6 smiles="CCOC(=O)N1CCN(S(=O)(=O)c2c(C)cc(C)cc2C)CC1" lumo_energy_ha=0.024
H -2.31979 0.80280 -1.35209
C -3.93423 -0.00037 0.73485
C 3.06169 1.02566 0.06625
H -5.08761 -2.46747 -0.27755
C 4.72178 -0.65074 0.62224
C -0.45025 0.16001 1.00399
O -4.70386 0.23618 -0.34841
H 4.28591 -2.62751 -0.04976
N -2.79435 0.72976 0.69227
C 3.94066 -1.60441 -0.01245
C 1.95629 -2.36931 -1.29004
S 0.73608 0.56820 -1.27956
H -6.36761 -0.54417 0.58661
H -0.75002 2.68242 -1.14917
H 1.00377 -2.53774 -0.79227
H -6.66781 -2.40027 -1.07028
H 0.33903 0.02045 1.75041
C 4.26830 0.65944 0.64874
H -2.10226 -0.31910 2.31944
H 2.52588 -3.29590 -1.28320
C 2.29423 0.04043 -0.55438
C -5.71059 -1.89799 -0.96261
H -6.56820 0.09228 -1.07576
O 0.96418 1.64940 -2.19667
C -1.76940 0.50651 1.68680
H 6.82155 -0.96607 0.47658
H -1.16654 2.89820 0.56432
H -3.19541 2.21500 -0.72041
H 1.82867 2.57363 0.85304
C 2.62952 2.45465 0.12592
H 1.72822 -2.09503 -2.31671
C 2.72725 -1.28344 -0.61082
H 2.24615 2.77180 -0.83909
H 3.46389 3.08968 0.41376
C 6.03764 -1.02197 1.23211
N -0.03910 1.21552 0.08763
H 4.86853 1.41769 1.13052
H -5.22000 -1.85117 -1.93191
C -5.92695 -0.49458 -0.41449
O -4.23820 -0.73387 1.64721
H -0.57351 -0.77390 0.44236
C -1.08001 2.16781 -0.24628
O -0.02961 -0.54041 -1.78284
C -2.41795 1.47941 -0.49453
H 6.29837 -0.34184 2.03894
H -1.64882 1.39909 2.31090
H 6.01446 -2.03873 1.61638

Record 7
47
Properties=species:S:1:pos:R:3 method="wB97M-V/def2-TZVPD" e_homo_ev=-8.3 largest_force_ev_per_a=4.19 orbital_gap_ev=7.8409 total_energy_ha=-1432.5610 charge=0 de_lowest_kcal_mol=130.5 lumo_energy_ha=-0.015
H 1.49497 -3.35605 2.47863
C 0.40203 -3.15435 2.65239
C -2.13304 -0.74470 -1.71098
C 0.26178 -3.38410 0.28235
H 0.07239 -3.87044 3.47066
H -1.37866 2.41848 -1.51701
O -3.24153 0.00343 -1.36181
S 1.65843 -2.74373 -4.15942
O 0.73599 -0.67117 2.42668
H 4.32327 1.40384 1.04898
C 3.74109 3.39682 0.37189
H -2.92778 2.37449 -0.49435
H -4.92716 0.86984 -2.17023
N 1.38661 -3.16642 -2.57072
H 3.05089 3.30434 -0.50647
H 0.31640 -4.42025 -0.18215
H 1.95830 2.43787 3.29672
C -0.40028 -2.45887 -0.79651
H -1.81090 -0.06543 -3.82381
H 2.18854 0.01482 3.80488
C -1.57358 -1.64631 -0.59871
H 0.50157 -1.65321 4.25044
H -2.49402 2.11595 -3.61316
H -2.51359 3.81621 -1.53530
H -4.07359 2.79060 -2.96731
C 1.23436 0.35073 3.29469
C 0.10114 -1.70721 3.19069
C 0.27435 -2.43990 -2.16128
H 1.33888 -3.04575 0.37380
H -2.09795 -1.67317 0.39625
C -1.45056 -0.72212 -2.98955
H -3.93550 0.02526 -3.41186
H -1.02309 -1.60080 3.25828
H 0.46130 0.58793 4.09428
C -2.46823 2.68472 -1.47016
H 4.81328 3.33363 0.00685
H 3.91868 2.47638 2.44018
C -0.23065 -1.57492 -3.30390
N 0.44008 -1.62842 -4.51000
H 3.58984 4.38638 0.88030
O -0.44360 -3.42051 1.52128
C 3.58015 2.18577 1.40907
H 0.52368 2.14152 2.24215
O 2.28867 1.56444 1.34605
C 1.53211 1.71289 2.55040
C -3.20601 2.09367 -2.74666
C -3.85904 0.65783 -2.48655

Record 8
52
Properties=species:S:1:pos:R:3 method="wB97M-V/def2-TZVPD" e_homo_ev="-12.3 / -12.4" largest_force_ev_per_a=3.02 s_squared=6.02 orbital_gap_ev="8.5283 / 6.4794" total_energy_ha=-1767.3558 charge=+1 multiplicity=5 de_lowest_kcal_mol=20.2 lumo_energy_ha="-0.138 / -0.219"
C 0.39864 -1.79812 -1.70126
O -0.41411 -0.62777 -1.89908
H 1.43848 -1.55039 -1.91934
C 1.30549 1.10168 3.85730
O -0.46790 1.98383 5.19139
O 1.13838 1.42297 -1.65307
H 3.43126 1.91411 -2.94411
H -3.03435 0.55920 -1.64000
H 4.30523 0.41919 5.22518
C -0.10058 -2.90183 -2.61176
P -0.18504 0.75469 -1.10489
O -0.89633 1.37667 3.09337
C 2.78076 -0.26016 0.79227
H 1.07648 2.65100 -3.30573
H -2.79381 0.21495 2.17439
H 0.50703 -3.78804 -2.45051
C -0.14323 1.55575 4.11561
O 3.86977 -0.42745 0.30069
C -2.67624 -1.32737 0.66678
C -2.59509 1.31076 -2.29803
O 1.63031 -0.42480 0.30725
H -3.01827 3.27433 -3.05555
Os -0.36154 0.58194 1.26964
C -3.43919 2.57503 -2.34001
H -2.49724 0.87875 -3.29855
C 3.52682 0.51951 4.48296
H -3.70285 -1.63730 0.88292
C -2.42529 0.09561 1.14850
H -4.45447 2.33196 -2.64565
H 0.33403 -2.09794 -0.65277
C 2.70458 0.23078 2.26924
H 4.70306 -0.26783 2.84178
H -2.94720 0.81403 0.51606
O -0.59909 -1.84743 1.73181
N 1.52866 0.71734 2.60990
H 2.04365 1.31889 5.84831
C 1.30827 1.60739 -3.08197
C 3.75447 0.12869 3.16974
H -2.52659 -1.40221 -0.41473
H -1.38722 -4.18116 1.89062
H -0.01803 -2.60658 -3.65356
C -1.69032 -2.26571 1.33026
H -3.45963 3.05347 -1.36331
C 2.28078 1.01714 4.84017
N -2.02664 -3.54717 1.43266
O -1.27907 1.65461 -1.84061
H 0.60113 0.96683 -3.61748
H -1.13920 -3.13529 -2.39340
H -2.93843 -3.88500 1.16657
H 2.96715 0.23871 -3.24570
H 2.84919 1.43499 -4.54721
C 2.73332 1.27473 -3.47711